# 1
Entry from OMol25: a single C2H3Cl2N molecule in a non-equilibrium geometry (ωB97M-V/def2-TZVPD).

Results
max |F|	3.4	eV/Å
LUMO	0.59	eV
molecular weight	111.96	g mol⁻¹
energy above the lowest of the compared OMol25 structures with the same formula, charge and spin	123.8	kJ/mol
HOMO energy	-10.202	eV
gap between HOMO and LUMO	10.80	eV

ORCA input file:
```
! wB97M-V def2-TZVPD RIJCOSX def2/J DEFGRID3
* xyz 0 1
C 0.0489 0.3916 -0.5985
C 0.0192 -0.7184 0.4098
N 0.3282 1.5693 -0.2491
Cl -1.6756 -0.1576 0.6732
Cl -0.0447 -2.2226 -0.5388
H 0.8183 -0.6641 1.2171
H -0.2493 0.2460 -1.5901
H 0.7550 1.5558 0.6765
*
```

Löwdin atomic charge list, values in e, 2 entries: -0.56 -0.96



# 2
Entry from OMol25: a single C3H4N2O molecule (ωB97M-V/def2-TZVPD).

Results
max |F|	0.6	eV/Å
LUMO	0.12	eV
molecular weight	84.08	g mol⁻¹
energy above the lowest of the compared OMol25 structures with the same formula, charge and spin	383.4	kJ/mol
HOMO energy	-8.926	eV
gap between HOMO and LUMO	9.04	eV

ORCA input file:
```
! wB97M-V def2-TZVPD RIJCOSX def2/J DEFGRID3
* xyz 0 1
O -2.0525 0.3861 -0.8439
C -0.8020 0.1646 -0.3690
N 0.2113 0.3729 -1.3664
N 1.3780 0.1869 -0.9905
C 0.3250 -0.5431 1.8264
C -0.4532 -0.2001 0.8398
H -1.9434 0.6416 -1.7725
H 1.9781 0.3717 -1.8029
H 0.7500 0.2012 2.4968
H 0.6087 -1.5818 1.9823
*
```

Löwdin atomic charge list, values in e, 2 entries: 0.04 -0.41



# 3
Entry from OMol25: a molecular structure, C12H14I2MoN3S in a non-equilibrium geometry (ωB97M-V/def2-TZVPD).

Results
max |F|	1.6	eV/Å
LUMO (alpha / beta)	-12.69 / -12.73	eV
molecular weight	582.08	g mol⁻¹
HOMO energy (alpha / beta)	-19.461 / -19.534	eV
⟨S²⟩	2.0455
gap between HOMO and LUMO (alpha / beta)	6.78 / 6.80	eV

ORCA input file:
```
! wB97M-V def2-TZVPD RIJCOSX def2/J DEFGRID3
* xyz 3 3
Mo 1.7695 -0.9216 0.0733
I 3.2979 -3.2124 0.2493
C 3.8290 -2.6068 2.2247
I 2.8103 -0.7667 2.6200
H 4.8982 -2.4189 2.2601
H 3.4911 -3.3519 2.9388
C -4.4132 -1.8549 -0.6163
C -2.9415 -1.6944 -0.5106
C -2.2897 -0.5266 -0.9311
C -0.9269 -0.4337 -0.8406
N -0.1635 -1.4428 -0.3314
C -0.7835 -2.5926 0.0738
C -2.1390 -2.7303 0.0052
H -4.8992 -0.9883 -1.0545
H -4.8401 -2.0498 0.3716
H -4.6451 -2.7412 -1.2137
H -2.8538 0.2959 -1.3502
H -0.3963 0.4360 -1.1765
H -0.1514 -3.3895 0.4435
H -2.5896 -3.6551 0.3423
C -0.7095 2.6746 0.6770
C 0.6125 2.7096 -0.0143
C 1.2529 3.9005 -0.3521
C 2.4753 3.8586 -1.0049
N 3.0509 2.6822 -1.3354
C 2.3535 1.6518 -0.9936
S 3.0375 0.0545 -1.3902
N 1.2026 1.5330 -0.3475
H -1.0986 3.6768 0.8338
H -0.6245 2.1809 1.6470
H -1.4293 2.1164 0.0776
H 0.7972 4.8489 -0.1026
H 3.0163 4.7576 -1.2725
*
```

Löwdin atomic charge list, values in e, 2 entries: 0.77 1.11



# 4
Entry from OMol25: a molecular structure, C27H26Cl3N2OPbS4Si in a non-equilibrium geometry (ωB97M-V/def2-TZVPD).

Results
max |F|	2.7	eV/Å
LUMO	1.00	eV
molecular weight	864.43	g mol⁻¹
energy above the lowest of the compared OMol25 structures with the same formula, charge and spin	273.6	kJ/mol
HOMO energy	-4.892	eV
gap between HOMO and LUMO	5.89	eV

ORCA input file:
```
! wB97M-V def2-TZVPD RIJCOSX def2/J DEFGRID3
* xyz -1 1
Pb -16.9220 4.7939 10.2692
S -21.8546 7.0481 8.3872
C -20.4395 7.6612 9.1845
S -19.6094 9.0492 9.4635
S -20.4878 5.9817 9.6624
Cl -18.3768 -2.5424 10.9611
C -17.9029 -1.0009 10.2217
C -16.6930 -0.8424 9.5509
C -16.3113 0.4448 9.1837
Cl -14.8282 0.7265 8.3167
C -17.0861 1.5950 9.4265
O -16.6777 2.8147 9.1624
C -18.3353 1.3516 9.9591
Cl -19.4251 2.6640 10.1349
C -18.7594 0.1191 10.3779
H -16.0314 -1.6966 9.4892
H -19.6919 -0.0420 10.9089
C -14.8188 4.8268 9.4794
Si -14.6975 5.3570 7.7254
C -16.2646 6.1270 7.0294
N -17.5792 5.6037 7.2787
C -18.5797 6.5297 6.7790
C -18.7641 6.7187 5.3143
C -19.0673 5.3011 4.7364
C -17.9040 4.3408 5.1678
C -17.8042 4.2510 6.7043
C -14.0282 4.1198 6.4743
C -14.3530 4.2927 5.1330
C -13.9542 3.3951 4.1477
C -13.1776 2.2973 4.4615
C -12.6860 2.2046 5.7445
C -13.1046 3.0819 6.7507
C -13.6197 6.8856 7.7546
C -12.5008 7.0763 6.9570
C -11.6144 8.1519 7.1634
C -11.9446 9.1230 8.1192
C -13.0123 8.8841 8.9997
C -13.8463 7.8072 8.7607
H -14.2480 5.4531 10.1734
H -14.5719 3.7831 9.6237
H -16.0655 6.3927 5.9695
H -16.2329 7.1039 7.5332
H -18.3127 7.4904 7.2040
H -19.5158 6.2055 7.1760
H -17.9700 7.2061 4.7837
H -19.6447 7.3500 5.1932
H -19.1531 5.3796 3.6303
H -20.0316 4.9926 5.1326
H -16.9158 4.6357 4.7026
H -18.0804 3.3598 4.7003
H -17.0360 3.5598 7.0276
H -18.7390 3.8869 7.1048
H -14.9327 5.1239 4.7566
H -14.3705 3.4866 3.1476
H -12.9335 1.5624 3.7295
H -11.9907 1.4305 6.0836
H -12.7120 2.8868 7.7389
H -12.2500 6.2587 6.2416
H -10.7371 8.2616 6.5032
H -11.3625 10.0073 8.2467
H -13.2777 9.5835 9.8286
H -14.6062 7.5708 9.4956
S -14.7821 3.8949 14.2494
C -15.8527 3.6480 13.0548
N -16.5979 3.5622 12.1223
*
```

Löwdin atomic charge list, values in e, 2 entries: 1.12 0.54



# 5
Entry from OMol25: 2 unconnected molecules or ions with the total composition C3H4BrF in a non-equilibrium geometry (ωB97M-V/def2-TZVPD).

Results
max |F|	2.7	eV/Å
LUMO (alpha / beta)	-1.26 / -1.26	eV
molecular weight	138.97	g mol⁻¹
energy above the lowest of the compared OMol25 structures with the same formula, charge and spin	427.8	kJ/mol
HOMO energy (alpha / beta)	-9.212 / -9.209	eV
gap between HOMO and LUMO (alpha / beta)	7.95 / 7.95	eV

ORCA input file:
```
! wB97M-V def2-TZVPD RIJCOSX def2/J DEFGRID3
* xyz 0 1
C -0.7311 0.5504 0.7080
C -0.0062 1.4892 0.1035
C 2.4931 -0.7534 -1.1685
F -0.6469 2.4624 -0.4650
Br 3.2807 0.1709 0.1616
H -0.1786 -0.2247 1.2009
H -1.7713 0.6138 0.8962
H 1.1016 1.4134 -0.0258
H 1.6833 -1.3458 -0.7283
*
```

Löwdin atomic charge list, values in e, 2 entries: 0.03 -0.28